# 1
# C37H61NO31

A cluster of 10 separate species, C37H61NO31 in total in a non-equilibrium geometry (the ωB97M-V functional and the def2-TZVPD basis, OMol25).

Properties
**Max |F|**: 3.99 eV/Å
**Spin multiplicity**: 1
**Calculated total energy**: -3833.4182 Ha
**Kohn-Sham gap**: 9.317 eV
**E_LUMO**: -0.122 eV

```
130
Properties=species:S:1:pos:R:3:forces:R:3
C -1.9709 -5.3075 -4.1673 0.2 -1.2 1.2
C -1.8314 -6.5165 -4.0101 0.6 0.8 0.9
N -1.5980 -7.8837 -3.5579 -0.5 2.2 -0.1
C -2.4691 -8.0672 -2.3965 -3.8 -0.5 -0.6
O -3.6425 -8.3557 -2.5611 2.4 0.4 0.5
O -2.0043 -7.9428 -1.0655 2.7 -1.0 -2.8
O -2.7309 -7.0127 -0.3730 -0.9 1.6 1.8
C -1.8819 -6.3016 0.5386 0.7 0.2 1.2
O -2.3291 -6.1258 1.6567 0.4 0.3 -2.9
C -0.4930 -5.7496 0.0657 2.1 1.4 -1.0
C 0.6330 -6.6021 -0.4909 -0.5 2.4 0.2
C 1.9182 -5.9810 -0.9604 -2.6 1.6 1.3
C 2.0793 -4.4918 -0.8598 -2.3 -1.3 0.9
C 0.9838 -3.6447 -0.2761 -0.5 -2.6 -0.2
C -0.3123 -4.2407 0.1857 2.3 -2.0 -1.0
H -2.0732 -4.1985 -4.0453 0.2 -1.8 -0.7
H -1.9033 -8.5018 -4.3258 0.0 0.1 0.9
H 0.4345 -7.7199 -0.5482 0.6 1.7 0.0
H 2.7102 -6.6627 -1.3735 -0.9 1.0 0.5
H 3.0270 -3.9965 -1.2202 -1.3 -0.7 0.5
H 1.1291 -2.5333 -0.1897 -0.2 -1.4 -0.1
H -1.1296 -3.5835 0.6227 1.2 -1.1 -0.7
C -0.3240 -1.7648 -8.9574 0.4 -0.1 -0.2
O -1.5528 -1.1562 -8.5627 -0.2 0.0 0.3
C -2.0056 -1.5564 -7.3654 -0.1 0.1 -0.1
O -1.4715 -2.3547 -6.6371 -0.1 0.2 -0.2
O -3.1554 -0.9129 -7.1200 0.3 -0.1 -0.2
C -3.7575 -1.2434 -5.8676 -0.3 0.0 0.4
H -0.0563 -1.3673 -9.9360 -0.3 0.1 0.1
H 0.4724 -1.5167 -8.2533 -0.1 -0.1 0.0
H -0.4399 -2.8467 -9.0429 0.0 0.1 0.2
H -3.0982 -0.9745 -5.0404 0.0 -0.1 -0.1
H -4.0118 -2.3045 -5.8300 0.2 0.1 0.0
H -4.6764 -0.6652 -5.7768 0.2 0.1 -0.2
C -3.0177 2.9199 -3.5502 0.3 0.0 -0.3
O -3.9930 3.0593 -2.5161 -0.3 -0.2 0.1
C -4.9059 2.0788 -2.4895 0.0 0.2 0.1
O -4.9554 1.1393 -3.2442 0.0 0.1 0.1
O -5.7527 2.3247 -1.4801 0.3 0.0 -0.2
C -6.7876 1.3520 -1.3323 -0.4 -0.2 0.1
H -2.3326 3.7641 -3.4790 -0.2 0.0 0.2
H -2.4458 1.9994 -3.4177 -0.2 0.0 -0.1
H -3.4912 2.9418 -4.5332 0.1 -0.1 0.1
H -6.3645 0.3691 -1.1167 0.0 0.1 -0.2
H -7.4125 1.3154 -2.2263 0.2 -0.1 0.0
H -7.4094 1.6523 -0.4891 0.2 0.2 -0.1
C -0.9090 -7.7915 3.3800 -0.4 -0.2 0.2
O 0.4854 -7.5076 3.5108 0.3 0.1 0.3
C 0.8118 -6.8649 4.6398 0.0 -0.1 -0.2
O 0.0478 -6.5265 5.5091 0.2 0.0 -0.2
O 2.1384 -6.6619 4.6345 -0.3 -0.1 -0.1
C 2.6303 -5.9799 5.7869 0.2 0.2 0.3
H -1.0558 -8.3098 2.4331 0.3 0.1 0.1
H -1.2470 -8.4448 4.1873 0.1 0.1 0.0
H -1.4867 -6.8715 3.3624 0.1 -0.2 0.3
H 2.4335 -6.5593 6.6908 -0.1 0.1 -0.1
H 2.1890 -4.9841 5.8633 -0.1 -0.1 0.1
H 3.7088 -5.8723 5.6734 -0.1 -0.1 -0.2
C -0.4100 -2.7604 3.9857 -0.3 -0.4 -0.2
O 0.4852 -2.0064 4.8020 0.3 0.3 -0.1
C 1.2804 -1.1730 4.1166 0.0 0.0 0.1
O 1.2875 -1.0274 2.9180 0.0 0.0 0.4
O 2.0647 -0.5316 4.9954 -0.3 -0.2 -0.1
C 2.9719 0.3963 4.4028 0.3 0.3 -0.2
H -1.0032 -3.3982 4.6404 0.2 0.1 0.1
H -1.0874 -2.0977 3.4434 0.2 0.0 -0.1
H 0.1444 -3.3969 3.2928 0.0 0.2 0.0
H 2.4285 1.1842 3.8776 0.0 -0.2 -0.1
H 3.6595 -0.1154 3.7271 -0.2 0.1 0.0
H 3.5536 0.8543 5.2024 -0.2 -0.2 0.1
C 0.4177 2.8224 0.5757 -0.3 -0.3 -0.2
O 1.3135 3.5809 1.3856 0.2 0.2 0.0
C 2.1093 4.4144 0.6997 0.0 0.0 0.1
O 2.1184 4.5604 -0.4965 0.0 0.0 0.3
O 2.8931 5.0568 1.5780 -0.2 -0.2 -0.1
C 3.8001 5.9851 0.9841 0.3 0.3 -0.1
H -0.1722 2.1873 1.2360 0.2 0.2 0.2
H -0.2622 3.4807 0.0315 0.2 0.0 -0.1
H 0.9706 2.1830 -0.1148 0.0 0.2 0.0
H 3.2565 6.7718 0.4580 0.0 -0.2 -0.1
H 4.4880 5.4731 0.3088 -0.2 0.1 -0.1
H 4.3801 6.4430 1.7850 -0.2 -0.2 0.1
C -3.4303 2.8741 -8.0923 -0.3 -0.3 -0.2
O -2.5525 3.6108 -7.2399 0.2 0.2 0.0
C -1.7056 4.4226 -7.8894 0.0 0.0 0.1
O -1.6378 4.5663 -9.0835 0.0 0.0 0.3
O -0.9469 5.0472 -6.9758 -0.2 -0.2 -0.1
C 0.0092 5.9510 -7.5279 0.3 0.3 -0.1
H -4.0654 2.2550 -7.4590 0.2 0.1 0.1
H -4.0671 3.5500 -8.6660 0.2 0.0 0.0
H -2.8631 2.2205 -8.7572 0.0 0.2 0.0
H -0.4897 6.7501 -8.0792 0.0 -0.2 -0.1
H 0.7142 5.4209 -8.1706 -0.2 0.1 -0.1
H 0.5620 6.3950 -6.7004 -0.2 -0.2 0.1
C -11.7608 -0.6403 2.4328 -0.3 -0.3 -0.2
O -10.8837 0.0914 3.2881 0.2 0.2 -0.1
C -10.0393 0.9075 2.6420 0.0 0.0 0.2
O -9.9742 1.0574 1.4474 0.0 0.0 0.3
O -9.2799 1.5280 3.5564 -0.2 -0.2 -0.2
C -8.3260 2.4359 3.0073 0.3 0.3 -0.1
H -12.3945 -1.2638 3.0629 0.2 0.2 0.2
H -12.3988 0.0382 1.8637 0.2 0.0 -0.1
H -11.1933 -1.2889 1.7630 0.0 0.2 0.0
H -8.8269 3.2373 2.4610 0.0 -0.2 -0.1
H -7.6212 1.9099 2.3606 -0.2 0.1 -0.1
H -7.7722 2.8761 3.8359 -0.2 -0.2 0.1
C 8.7582 9.5086 0.0549 0.3 0.1 -0.3
O 7.6457 9.2488 0.9099 -0.1 0.0 0.3
C 7.9254 9.3365 2.2188 -0.1 0.0 -0.1
O 8.9977 9.6061 2.6970 -0.3 -0.1 -0.1
O 6.8019 9.0716 2.9020 0.2 0.0 -0.3
C 6.9509 9.1289 4.3201 0.0 0.0 0.4
H 8.4154 9.4096 -0.9747 -0.2 0.0 0.2
H 9.1269 10.5255 0.2008 0.1 -0.1 0.1
H 9.5539 8.7816 0.2265 0.0 0.2 0.1
H 7.2473 10.1306 4.6362 0.1 -0.1 -0.1
H 7.6743 8.3865 4.6619 0.1 0.2 -0.1
H 5.9830 8.8985 4.7646 0.0 0.0 -0.3
C 9.2653 -0.8042 4.2040 0.4 -0.1 -0.2
O 8.0453 -0.2131 4.6492 -0.2 0.0 0.3
C 7.6536 -0.6121 5.8683 0.0 0.1 -0.1
O 8.2325 -1.3958 6.5767 -0.2 0.2 -0.2
O 6.5041 0.0145 6.1608 0.2 -0.1 -0.2
C 5.9652 -0.3167 7.4400 -0.2 -0.1 0.4
H 9.4821 -0.4096 3.2117 -0.3 0.1 0.1
H 10.0880 -0.5379 4.8699 -0.1 -0.2 0.0
H 9.1639 -1.8885 4.1309 0.1 0.1 0.2
H 6.6560 -0.0308 8.2352 0.0 -0.2 -0.1
H 5.7320 -1.3815 7.4957 0.2 0.1 0.0
H 5.0402 0.2450 7.5686 0.1 0.1 -0.3
```
Forces are in eV/Å.

Atom charges from the Mulliken analysis, given in e for atoms 1 to 8: number 1, C, carries -0.28; number 2, C, carries -0.17; number 3, N, carries -0.26; number 4, C, carries 0.56; number 5, O, carries -0.49; number 6, O, carries -0.08; number 7, O, carries -0.21; number 8, C, carries -0.07

***

# 2
# C71H51FI4N5PSiTi

A structure of composition C71H51FI4N5PSiTi in a non-equilibrium geometry (the ωB97M-V functional and the def2-TZVPD basis, OMol25).

Properties
**Max |F|**: 1.03 eV/Å
**Spin multiplicity**: 1
**Calculated total energy**: -5781.0645 Ha
**Total charge**: -2
**Kohn-Sham gap**: 4.279 eV
**E_LUMO**: 2.869 eV

```
135
Properties=species:S:1:pos:R:3:forces:R:3
Ti 0.4223 -0.8746 0.5758 -0.3 0.2 -1.0
I 4.6790 6.9857 6.2258 0.0 0.1 0.0
C 3.9545 5.3563 5.1388 0.0 -0.1 0.0
C 4.8422 4.4744 4.5467 0.0 0.0 0.0
C 4.3524 3.3948 3.8274 0.0 0.0 -0.1
C 2.9810 3.1500 3.7095 0.0 0.0 0.0
C 2.1179 4.0988 4.2684 0.0 0.0 0.0
C 2.5871 5.1837 4.9871 0.0 0.0 0.0
C 2.4228 2.0149 2.9515 -0.1 0.2 0.0
C 1.2452 2.2909 2.0533 0.1 0.0 0.0
C 1.1478 3.6281 1.3620 0.2 -0.1 0.0
C 1.6818 2.6879 0.6641 -0.1 0.2 0.1
C 0.0734 1.3381 2.0825 -0.1 -0.1 0.2
C -0.4148 0.7033 3.1676 0.0 -0.1 0.0
C 0.0577 0.9797 4.5485 0.0 0.1 0.0
C -0.3154 2.1276 5.2306 0.0 0.0 0.0
C 0.1336 2.3770 6.5246 0.0 0.0 0.0
C 0.9656 1.4570 7.1298 0.0 0.0 0.0
I 1.6957 1.8412 9.0528 0.0 0.0 0.0
C 1.3325 0.2824 6.4805 0.0 0.0 0.1
C 0.8629 0.0449 5.2036 0.0 0.0 0.0
C -1.1983 -0.5433 3.0641 -0.1 0.1 0.2
N -0.8198 -1.4298 2.1308 0.1 -0.1 0.2
C -1.3807 -2.6359 2.4157 0.0 0.1 0.0
C -0.8350 -3.8226 1.8119 -0.2 -0.1 0.1
C -1.5995 -5.0797 1.9459 0.0 0.0 -0.1
C -2.9466 -5.1023 1.5829 0.0 0.0 -0.1
C -3.7007 -6.2570 1.7065 0.0 0.0 0.0
C -3.1022 -7.4042 2.2077 0.0 0.1 0.0
I -4.2349 -9.1496 2.4171 0.0 -0.1 0.0
C -1.7700 -7.4086 2.5841 0.0 0.0 0.0
C -1.0273 -6.2432 2.4548 0.0 0.0 0.0
C 0.4078 -3.8098 1.2481 0.0 0.1 0.2
C 1.1448 -4.8928 0.6446 0.1 0.0 0.0
C 2.4173 -4.4709 0.4653 -0.1 -0.1 0.0
C 2.4847 -3.1023 0.9604 0.2 0.2 0.3
N 1.2532 -2.6907 1.3030 -0.1 -0.2 -0.2
C 3.6358 -2.3504 1.2580 0.0 -0.3 -0.2
C 3.5776 -1.1204 1.9618 0.1 0.2 0.1
C 4.6332 -0.7657 2.9420 0.0 -0.1 -0.1
C 4.2569 0.3697 3.5338 -0.1 0.1 0.0
C 3.0255 0.8082 2.8565 0.1 -0.2 0.0
N 2.6190 -0.2008 1.9621 -0.2 -0.1 0.2
C 4.9740 -2.9419 1.0526 0.0 0.1 0.0
C 5.3077 -4.2368 1.4640 0.0 0.0 0.0
C 6.5820 -4.7514 1.2891 0.0 0.0 0.0
C 7.5593 -3.9613 0.7036 0.0 0.0 0.0
I 9.4885 -4.7268 0.4443 0.1 0.0 0.0
C 7.2719 -2.6699 0.2930 0.0 0.0 0.0
C 5.9871 -2.1775 0.4639 0.0 0.0 0.0
C -2.2147 -2.4872 3.5347 0.0 -0.1 0.0
C -2.0751 -1.1614 3.9660 0.0 0.1 -0.1
N -0.3706 0.9867 0.7848 0.3 0.1 -0.1
H 5.9093 4.6339 4.6220 0.0 0.0 0.0
H 5.0536 2.7567 3.3091 0.0 0.0 0.0
H 1.0534 3.9724 4.1433 0.0 0.0 0.0
H 1.8914 5.8872 5.4240 0.0 0.0 0.0
H 0.8053 4.6410 1.4564 -0.1 0.1 0.0
H 2.1200 2.2725 -0.2237 0.0 0.0 0.0
H -0.9716 2.8380 4.7420 0.0 0.0 0.0
H -0.1554 3.2826 7.0408 0.0 0.0 0.0
H 1.9802 -0.4344 6.9671 0.0 0.0 0.0
H 1.1403 -0.8624 4.6795 0.0 0.0 0.0
H -3.3937 -4.2077 1.1737 0.0 0.0 0.0
H -4.7398 -6.2591 1.4064 0.0 0.0 0.0
H -1.3132 -8.3027 2.9862 0.0 0.0 0.0
H 0.0050 -6.2281 2.7781 0.0 0.0 0.0
H 0.7310 -5.8504 0.3739 0.0 0.0 0.0
H 3.2317 -5.0238 0.0271 0.0 0.0 0.0
H 5.4894 -1.3780 3.1796 0.0 0.0 0.0
H 4.7339 0.8611 4.3656 0.0 0.0 0.0
H 4.5543 -4.8426 1.9502 0.0 0.0 0.0
H 6.8147 -5.7532 1.6242 0.0 0.0 0.0
H 8.0335 -2.0566 -0.1686 0.0 0.0 0.0
H 5.7481 -1.1760 0.1286 0.0 0.0 0.0
H -2.7875 -3.2683 4.0112 0.0 0.0 0.0
H -2.5351 -0.6998 4.8262 0.0 0.0 0.0
C -5.1487 -2.2709 0.8330 0.1 0.0 0.0
Si -4.3532 -0.7523 0.0203 0.0 0.1 0.0
C -5.4947 -0.3344 -1.4497 0.1 0.0 0.0
C -4.5988 0.6767 1.2163 0.0 -0.1 0.0
N -2.7166 -0.9272 -0.3031 -0.1 0.1 0.0
C -2.0421 -1.8808 -0.9505 0.0 -0.1 0.0
C -2.6519 -2.8300 -1.8302 -0.1 0.0 0.0
C -1.9185 -3.6983 -2.6089 0.0 0.0 0.0
C -0.5235 -3.7014 -2.5612 0.0 0.0 0.0
C 0.0971 -2.8346 -1.6682 0.1 -0.1 0.0
C -0.6150 -1.9755 -0.8410 0.0 0.2 0.3
F 1.7795 -0.5605 -0.6005 0.3 -0.1 -0.1
H -6.1994 -2.1068 1.0849 -0.1 0.0 0.0
H -4.6061 -2.4864 1.7565 0.0 0.0 0.1
H -5.0869 -3.1460 0.1801 0.0 0.0 0.0
H -6.5135 -0.1536 -1.0941 0.0 0.0 0.0
H -5.5343 -1.1348 -2.1930 0.0 0.0 0.0
H -5.1546 0.5749 -1.9520 0.0 0.0 0.0
H -5.6400 0.7438 1.5465 0.0 0.0 0.0
H -4.3270 1.6200 0.7419 0.0 0.1 0.0
H -3.9599 0.5474 2.0922 0.0 0.0 0.0
H -3.7355 -2.8223 -1.9171 0.0 0.0 0.0
H -2.4390 -4.3743 -3.2818 0.0 0.0 0.0
H 0.0585 -4.3619 -3.1929 0.0 0.0 0.0
H 1.1827 -2.8308 -1.6185 0.0 0.0 0.0
C 3.3303 3.2925 -3.5720 0.0 0.0 0.0
C 3.3043 1.9056 -3.6192 0.0 0.0 0.0
C 2.1650 1.2180 -3.2262 0.0 0.0 0.0
C 1.0265 1.9038 -2.8024 0.0 0.0 0.0
C 1.0699 3.2950 -2.7479 0.0 0.0 0.0
C 2.2117 3.9854 -3.1292 0.0 0.0 0.0
P -0.4032 0.8627 -2.2901 0.0 0.0 0.2
C -1.4316 0.8876 -3.8033 0.1 0.0 0.0
C -1.0098 1.3583 -5.0420 0.0 0.0 0.0
C -1.8343 1.2503 -6.1562 0.0 0.0 0.0
C -3.0911 0.6764 -6.0417 0.0 0.0 0.0
C -3.5171 0.1999 -4.8067 0.0 0.0 0.0
C -2.6918 0.2926 -3.7003 0.0 0.0 0.0
C -1.3282 2.0238 -1.2296 0.0 0.0 -0.1
C -2.1641 2.9974 -1.7648 0.0 0.0 -0.1
C -2.8289 3.9265 -0.9776 0.0 0.0 0.0
C -2.6440 3.8691 0.3969 0.0 0.0 0.0
C -1.8360 2.8971 0.9548 0.0 0.1 0.0
C -1.1604 1.9438 0.1694 -0.2 -0.2 0.2
H 4.2243 3.8313 -3.8623 0.0 0.0 0.0
H 4.1810 1.3556 -3.9397 0.0 0.0 0.0
H 2.1578 0.1345 -3.2110 0.0 0.0 0.0
H 0.2077 3.8401 -2.3845 0.0 0.0 0.0
H 2.2306 5.0672 -3.0706 0.0 0.0 0.0
H -0.0338 1.8175 -5.1434 0.0 0.0 0.0
H -1.4906 1.6229 -7.1142 0.0 0.0 0.0
H -3.7348 0.5955 -6.9096 0.0 0.0 0.0
H -4.4929 -0.2592 -4.7023 0.0 0.0 0.0
H -3.0083 -0.0990 -2.7392 0.0 0.0 0.0
H -2.2943 3.0298 -2.8416 0.0 0.0 0.0
H -3.4750 4.6687 -1.4288 0.0 0.0 0.0
H -3.1581 4.5669 1.0487 0.0 0.0 0.0
H -1.7496 2.8335 2.0306 0.0 0.0 0.0
```
Forces are in eV/Å.

Atom charges from the Mulliken analysis, given in e for atoms 1 to 8: number 1, Ti, carries -0.42; number 2, I, carries 0.01; number 3, C, carries -0.13; number 4, C, carries -0.84; number 5, C, carries -0.75; number 6, C, carries 0.57; number 7, C, carries 0.00; number 8, C, carries -1.09

***

> The highest E_LUMO belongs to which entry?

C71H51FI4N5PSiTi

***

> Which value of spin multiplicity does entry 2 give?

1

***

> Which of these has the highest max |F|?

C37H61NO31

***

> Among the records above, which one has the highest Kohn-Sham gap?

C37H61NO31